1.
Here is a 2-piece molecular cluster, C2H6ClPS2 overall in a non-equilibrium geometry from OMol25. Energies are from ωB97M-V/def2-TZVPD.

XYZ file:
```
12
Properties=species:S:1:pos:R:3
C 0.393 0.463 -2.947
C 0.081 -1.413 2.117
P -0.209 1.621 1.576
S 0.187 0.317 -1.118
S -1.231 -0.078 2.074
Cl -1.650 2.930 1.925
H -0.586 0.502 -3.595
H 1.079 1.224 -3.270
H 0.966 -0.396 -3.073
H 1.025 -1.052 2.523
H 0.264 -1.826 1.136
H -0.320 -2.291 2.649
```

Results
* energy above the lowest of the compared OMol25 structures with the same formula, charge and spin: 284.86 kJ/mol
* Kohn-Sham gap (spin up / spin down): 6.0 / 7.6 eV
* spin multiplicity: 1
* highest occupied orbital energy (spin up / spin down): -0.277 / -0.318 Eh
* largest force on an atom: 2.71 eV/A
* E_tot: -1677.65932 Eh

---

2.
Here is one molecule with the formula C23H25N7O2S2 in a non-equilibrium geometry from OMol25. Energies are from ωB97M-V/def2-TZVPD.

XYZ file:
```
59
Properties=species:S:1:pos:R:3
C 2.498 2.872 -0.256
C 1.188 2.083 -0.237
C 0.761 1.701 -1.657
C 0.085 2.888 0.445
N 1.358 0.860 0.551
C 2.216 -0.123 0.279
O 3.123 -0.081 -0.532
C 1.972 -1.431 1.082
C 1.881 -1.235 2.576
C 1.237 -2.162 3.387
C 1.222 -1.953 4.756
N 1.805 -0.923 5.344
C 2.435 -0.053 4.576
C 2.507 -0.159 3.195
N 0.805 -2.128 0.528
C 1.031 -3.301 -0.305
C 1.036 -3.014 -1.777
C 1.826 -2.160 -2.480
C 1.548 -2.167 -3.866
C 0.559 -3.031 -4.202
S -0.064 -3.859 -2.832
C -0.420 -1.625 0.773
O -0.622 -0.702 1.541
C -1.603 -2.244 0.015
N -2.614 -1.239 -0.072
N -3.781 -1.308 0.510
N -4.401 -0.216 0.257
C -3.567 0.535 -0.499
C -3.891 1.839 -0.984
C -5.057 2.525 -0.777
C -5.055 3.791 -1.390
C -3.894 4.049 -2.051
S -2.774 2.753 -1.942
N -2.424 -0.110 -0.718
H 2.789 3.144 0.757
H 2.376 3.780 -0.840
H 3.288 2.272 -0.697
H 0.590 2.594 -2.252
H -0.160 1.122 -1.626
H 1.538 1.107 -2.132
H 0.371 3.144 1.463
H -0.836 2.310 0.476
H -0.104 3.805 -0.105
H 0.609 0.652 1.203
H 2.846 -2.061 0.880
H 0.749 -3.027 2.964
H 0.720 -2.647 5.418
H 2.907 0.772 5.093
H 3.041 0.577 2.616
H 1.999 -3.722 -0.017
H 0.268 -4.053 -0.083
H 2.580 -1.538 -2.032
H 2.069 -1.554 -4.578
H 0.151 -3.245 -5.170
H -1.318 -2.544 -0.995
H -2.025 -3.088 0.566
H -5.870 2.118 -0.204
H -5.879 4.480 -1.342
H -3.625 4.930 -2.600
```

Results
* energy above the lowest of the compared OMol25 structures with the same formula, charge and spin: 2.55 kJ/mol
* SMILES: CC(C)(C)NC(=O)[C@@H](c1ccncc1)N(Cc1cccs1)C(=O)Cn1nnc(-c2cccs2)n1
* Kohn-Sham gap: 9.1 eV
* spin multiplicity: 1
* highest occupied orbital energy: -0.319 Eh
* largest force on an atom: 1.25 eV/A
* E_tot: -2221.60180 Eh

---

3.
Here is one molecule with the formula CH4N4 in a non-equilibrium geometry from OMol25. Energies are from ωB97M-V/def2-TZVPD.

XYZ file:
```
9
Properties=species:S:1:pos:R:3
C 0.795 -0.203 0.443
N -0.058 -0.951 -0.099
N -1.460 0.780 0.040
N -1.280 -0.510 -0.102
N 1.957 0.163 -0.084
H -2.418 0.982 0.218
H -2.017 -1.203 0.039
H 2.588 0.708 0.638
H 1.895 0.234 -1.093
```

Results
* energy above the lowest of the compared OMol25 structures with the same formula, charge and spin: 535.06 kJ/mol
* Kohn-Sham gap (spin up / spin down): 7.7 / 8.0 eV
* spin multiplicity: 1
* highest occupied orbital energy (spin up / spin down): -0.266 / -0.263 Eh
* largest force on an atom: 3.94 eV/A
* E_tot: -259.35612 Eh